The following is a quantum chemistry calculation of a 15-piece molecular cluster, C31H90N28O15 overall at a distorted geometry, from the Open Molecules 2025 dataset.

Values from the calculation:
E_HOMO: -0.30748 Eh
2S+1: 1

```
164
Properties=species:S:1:pos:R:3:forces:R:3:lowdin_charge:R:1
C 1.038 -2.708 -1.770 -0.284 -0.138 0.208 -0.026
C 1.361 -2.102 -0.409 0.458 -0.660 0.910 -0.487
C 2.253 -0.881 -0.632 0.415 0.024 -0.893 -0.137
C 2.391 0.086 0.533 0.246 -0.875 -0.222 -0.166
C 0.993 0.482 0.942 -0.411 0.291 -0.265 -0.115
C 0.065 -0.690 1.338 0.802 -0.224 -0.438 -0.464
N 0.139 -1.720 0.275 -1.075 1.859 -0.724 -0.108
O -0.799 -2.746 0.457 0.375 -0.354 0.300 -0.030
C 0.488 -1.215 2.698 -0.242 -0.505 0.996 -0.015
C -1.336 -0.123 1.428 -0.620 0.767 -0.130 -0.020
C 2.142 -3.130 0.437 -0.392 -0.376 0.865 -0.026
H 0.456 -1.969 -2.322 0.246 -0.023 -0.240 0.054
H 0.430 -3.613 -1.715 -0.032 0.013 0.262 0.095
H 1.970 -2.972 -2.271 -0.107 0.275 -0.198 0.075
H 3.219 -1.297 -0.940 0.081 0.060 0.178 0.099
H 1.947 -0.351 -1.542 -0.383 0.102 0.199 0.112
H 2.994 0.925 0.183 -0.192 0.241 0.175 0.089
H 2.985 -0.400 1.315 -0.207 0.177 0.274 0.109
H 0.550 0.971 0.065 -0.142 -0.011 0.112 0.104
H 0.955 1.225 1.740 0.187 -0.086 0.088 0.104
H 0.197 -0.501 3.474 0.282 0.174 -0.079 0.086
H -0.044 -2.122 3.016 -0.071 -0.062 -0.345 0.072
H 1.555 -1.431 2.793 0.044 0.213 -0.171 0.075
H -2.128 -0.788 1.761 0.294 -0.270 0.178 0.060
H -1.322 0.741 2.101 0.027 -0.221 0.293 0.076
H -1.690 0.329 0.500 0.329 -0.165 -0.197 0.061
H 3.010 -2.745 0.975 0.195 0.266 -0.545 0.058
H 2.379 -4.014 -0.151 0.315 -0.021 0.138 0.087
H 1.568 -3.448 1.314 -0.468 -0.205 -0.409 0.051
H -0.520 -3.268 1.232 -0.083 -0.049 -0.040 0.074
C -3.699 3.635 1.119 0.162 0.539 0.133 -0.016
C -4.924 2.922 0.540 -0.372 -0.340 0.972 -0.500
C -6.151 3.860 0.718 0.957 0.713 -0.397 -0.132
C -6.156 4.906 -0.412 -1.191 -0.934 0.929 -0.174
C -6.180 4.201 -1.750 -0.129 0.250 -0.553 -0.143
C -4.970 3.329 -2.060 0.826 0.178 1.470 -0.506
N -4.742 2.480 -0.851 -1.320 -0.946 -0.395 -0.074
O -3.589 1.633 -0.968 -0.401 1.489 -0.167 -0.054
C -5.189 2.454 -3.280 0.654 -0.470 0.034 -0.037
C -3.734 4.207 -2.320 -0.490 0.311 -1.288 -0.018
C -5.245 1.682 1.380 -0.143 -1.070 -0.528 -0.053
H -3.817 3.881 2.178 -0.253 -0.183 0.009 0.093
H -3.583 4.600 0.623 0.333 -0.070 -0.055 0.076
H -2.766 3.072 1.064 -0.064 -0.072 -0.335 0.074
H -7.117 3.376 0.869 0.112 -0.445 -0.604 0.117
H -5.997 4.389 1.662 0.100 -0.061 0.040 0.117
H -5.335 5.587 -0.204 -0.027 0.257 -0.524 0.104
H -7.128 5.401 -0.326 0.326 0.606 -0.006 0.113
H -6.299 4.937 -2.552 0.181 -0.047 -0.080 0.124
H -7.095 3.602 -1.792 0.088 -0.181 0.083 0.127
H -4.242 1.968 -3.536 0.013 0.198 -0.147 0.070
H -5.871 1.617 -3.120 -0.423 0.369 0.113 0.086
H -5.481 3.075 -4.126 -0.196 -0.109 -0.044 0.090
H -3.618 5.037 -1.628 0.301 -0.317 0.329 0.082
H -2.855 3.581 -2.468 0.231 0.198 0.491 0.062
H -3.855 4.684 -3.302 -0.120 0.007 0.048 0.091
H -5.998 1.082 0.855 -0.159 0.263 -0.052 0.085
H -5.676 1.903 2.359 0.278 0.269 0.054 0.085
H -4.411 0.981 1.466 0.252 0.322 0.173 0.056
H -2.881 2.303 -1.049 0.586 -0.781 0.119 0.047
C -2.946 -1.562 -2.719 0.823 -0.242 -0.849 -0.679
O -2.668 -2.615 -3.283 -0.160 0.124 0.772 0.017
N -2.205 -1.054 -1.692 0.337 -0.102 0.308 0.162
N -3.911 -0.736 -3.202 -0.434 -0.297 -0.120 0.176
H -2.452 -0.218 -1.188 -0.272 -0.002 -0.086 0.055
H -1.439 -1.609 -1.342 -0.121 -0.009 0.204 0.062
H -4.420 -1.195 -3.942 -0.259 0.405 0.069 0.113
H -4.312 -0.002 -2.642 0.001 0.006 -0.053 0.055
C 4.256 2.526 2.441 -0.185 -1.196 0.147 -0.676
O 4.605 1.599 3.178 0.147 0.637 -0.227 -0.009
N 3.038 3.101 2.485 -0.041 0.465 -0.332 0.196
N 5.033 2.997 1.409 0.084 0.156 0.536 0.140
H 2.321 2.846 3.140 0.087 -0.111 0.073 0.093
H 2.840 3.822 1.811 -0.338 0.000 0.373 0.066
H 5.972 2.652 1.347 0.027 0.035 -0.050 0.094
H 4.600 3.347 0.572 0.180 0.032 -0.110 0.046
C -4.039 -2.784 2.138 0.574 1.064 0.588 -0.642
O -3.137 -3.285 2.811 -0.284 -0.144 -0.417 0.003
N -5.200 -2.285 2.721 0.523 -0.474 -0.915 0.137
N -3.927 -2.431 0.835 0.112 -0.782 0.354 0.194
H -5.391 -2.565 3.669 -0.363 -0.387 -0.211 0.115
H -5.910 -2.274 2.006 -0.824 0.264 0.820 0.100
H -3.037 -2.563 0.382 0.132 -0.056 -0.219 0.077
H -4.712 -2.073 0.327 0.116 0.177 -0.204 0.105
C 5.578 -4.819 -0.823 1.668 0.398 1.877 -0.658
O 6.029 -4.939 -1.953 -0.758 -0.206 -0.668 0.005
N 5.715 -5.761 0.160 -0.490 -0.120 -0.471 0.170
N 5.151 -3.603 -0.351 0.290 -0.629 -1.133 0.165
H 5.514 -5.566 1.131 -0.067 0.002 0.024 0.064
H 6.091 -6.655 -0.093 0.025 0.012 -0.033 0.103
H 4.811 -3.458 0.576 -0.147 0.168 0.026 0.073
H 5.144 -2.927 -1.092 -0.395 0.515 0.439 0.082
C -2.607 -0.011 4.725 0.403 0.459 1.152 -0.656
O -2.034 0.905 5.329 -0.270 -0.055 -0.834 -0.014
N -2.228 -1.303 4.935 -0.509 0.297 -0.285 0.178
N -3.678 0.137 3.899 0.510 -0.814 0.365 0.184
H -2.657 -2.048 4.408 0.471 -0.314 0.006 0.058
H -1.389 -1.434 5.467 0.003 -0.196 0.010 0.109
H -4.065 1.022 3.643 0.075 0.113 0.106 0.079
H -4.066 -0.735 3.577 -0.471 0.608 -0.435 0.046
C 5.613 1.443 -1.408 -0.153 0.040 -0.121 -0.643
O 5.409 2.658 -1.370 -0.024 -0.455 0.268 -0.011
N 5.647 0.592 -0.331 -0.063 0.869 -0.444 0.178
N 5.811 0.817 -2.596 0.250 -0.388 -0.432 0.162
H 5.317 0.936 0.556 0.079 -0.203 0.093 0.066
H 5.955 -0.351 -0.455 -0.046 -0.124 0.221 0.092
H 5.917 1.350 -3.438 -0.062 0.190 0.123 0.104
H 5.887 -0.179 -2.668 -0.039 -0.077 -0.016 0.087
C 2.098 5.039 -0.085 -0.797 0.011 0.304 -0.681
O 1.096 4.865 0.607 0.295 0.078 -0.271 0.004
N 2.632 4.031 -0.826 0.059 0.081 0.267 0.176
N 2.736 6.236 -0.128 0.351 -0.150 -0.290 0.173
H 2.040 3.221 -0.908 0.149 -0.085 -0.107 0.091
H 3.456 4.131 -1.393 -0.023 -0.188 -0.107 0.084
H 3.549 6.347 -0.705 -0.006 0.284 0.042 0.098
H 2.321 7.017 0.343 0.053 -0.015 0.111 0.112
C 4.155 -4.172 3.729 0.513 0.299 -0.338 -0.661
O 4.984 -4.948 3.246 -0.145 0.294 -0.166 -0.007
N 4.485 -3.171 4.589 -0.332 0.196 0.466 0.167
N 2.850 -4.207 3.361 -0.166 -0.463 -0.149 0.163
H 3.773 -2.673 5.092 -0.047 0.100 -0.150 0.101
H 5.429 -2.900 4.786 0.172 -0.445 -0.114 0.107
H 2.624 -4.829 2.607 -0.002 -0.140 0.130 0.079
H 2.091 -3.652 3.718 0.118 0.069 0.221 0.082
C -0.040 4.136 4.276 -0.075 0.745 -0.266 -0.683
O 0.243 5.317 4.454 0.238 -0.561 -0.051 0.008
N -0.130 3.578 3.021 0.140 -0.035 -0.521 0.156
N -0.266 3.244 5.267 0.008 -0.374 0.160 0.160
H 0.175 4.092 2.210 -0.125 0.413 0.023 0.051
H -0.614 2.723 2.821 0.012 -0.138 0.351 0.065
H -0.175 3.537 6.221 -0.226 0.164 -0.043 0.104
H -0.769 2.396 5.053 -0.017 -0.162 0.400 0.040
C -0.145 -5.758 3.154 0.579 1.047 0.335 -0.666
O -0.025 -4.888 4.010 -0.183 -0.145 -0.114 0.003
N -1.123 -5.737 2.196 0.679 -0.576 0.254 0.169
N 0.780 -6.771 3.022 -1.347 0.376 -0.464 0.154
H -1.905 -5.103 2.259 0.002 0.079 0.102 0.074
H -1.016 -6.410 1.462 -0.604 0.181 -0.283 0.094
H 1.656 -6.699 3.501 0.044 -0.219 0.056 0.095
H 0.553 -7.438 2.309 0.791 -0.426 0.137 0.090
C 4.103 -2.256 -4.707 -0.640 -0.467 -0.119 -0.662
O 3.277 -1.777 -3.932 0.534 0.479 -0.311 -0.003
N 4.236 -1.844 -6.013 -0.060 0.052 0.558 0.152
N 4.880 -3.311 -4.377 0.672 -0.372 0.076 0.176
H 4.857 -2.318 -6.639 0.021 0.162 -0.185 0.093
H 3.713 -1.043 -6.303 0.005 -0.038 -0.166 0.089
H 5.517 -3.754 -5.015 -0.021 0.222 -0.165 0.103
H 5.027 -3.603 -3.426 -0.286 -0.125 0.270 0.060
C -0.577 -1.226 -6.023 -0.396 -0.548 0.706 -0.671
O -1.708 -1.641 -5.862 0.123 0.176 -0.705 0.042
N 0.353 -1.323 -5.018 0.254 0.587 -0.240 0.162
N -0.132 -0.648 -7.181 -0.004 0.286 -0.566 0.145
H 1.304 -1.040 -5.178 0.186 -0.419 0.213 0.060
H 0.175 -2.010 -4.306 -0.054 0.037 0.015 0.082
H -0.738 -0.647 -7.980 -0.212 0.038 0.172 0.099
H 0.751 -0.189 -7.295 0.127 -0.127 0.197 0.079
C -0.306 2.244 -2.371 -0.471 0.462 0.049 -0.644
O -0.820 2.551 -1.294 -0.299 -0.676 -0.297 -0.005
N 0.281 3.251 -3.120 0.230 -0.591 0.217 0.148
N -0.271 1.012 -2.949 0.566 1.683 0.447 0.204
H -0.112 4.160 -2.954 0.255 0.136 -0.020 0.104
H 0.663 3.024 -4.020 -0.211 0.321 -0.194 0.087
H 0.348 0.979 -3.733 -0.299 -0.978 -0.320 0.078
H -0.799 0.239 -2.584 0.031 -0.406 0.049 0.062
```
Forces are in eV/Å.